1.
A 6-piece molecular cluster, C24H63N3O12 overall in a non-equilibrium geometry, computed with ωB97M-V with the def2-TZVPD basis set.

Last column: Löwdin charge in e.
Cartesian coordinates (Å):
O -2.2947 -2.4287 -0.9961  -0.042
O -1.6549 -0.9733 4.6940  -0.117
O -1.0555 -1.9182 -4.1791  -0.064
O 1.4263 0.6047 -0.2418  -0.121
O -1.1895 3.6078 1.9710  -0.072
O 4.2597 1.0191 4.7071  -0.188
O -1.3406 3.7389 5.6355  -0.059
O -0.3314 2.8039 -3.4949  -0.170
O -2.4162 2.0328 0.2732  -0.070
O -2.8746 -1.4114 1.4504  -0.066
O -0.3734 -5.7763 2.0388  -0.177
O 1.3043 2.4006 -10.6044  -0.128
N 1.1639 -2.6576 1.0302  -0.043
N 1.8559 -1.6821 4.0859  -0.068
N 0.3465 1.7532 -7.1421  -0.081
C 0.8480 1.4637 0.7106  -0.086
C 1.7200 -0.4972 0.2660  -0.373
C -1.7977 3.6729 4.2731  -0.253
C -0.5286 -0.9474 4.1637  -0.421
C 2.6343 -0.5214 3.7560  -0.209
C -1.7166 -1.4473 -2.9962  -0.292
C 0.3039 2.1680 -11.5677  -0.068
C -0.7066 2.1556 -2.2376  -0.068
C 1.1021 1.8769 -9.5130  -0.447
C 0.6304 -1.4702 4.9291  -0.132
C 0.6018 -1.4549 0.4591  -0.237
C 0.3800 2.5435 -8.3962  -0.207
C 0.4747 -4.6356 2.2125  -0.198
C -2.3003 0.6223 0.1153  -0.281
C -0.0345 2.5881 -6.0355  -0.210
C 0.0891 -3.6605 1.1100  -0.216
C -1.9228 -0.0097 5.7058  -0.012
C -0.0700 1.9443 -4.6014  -0.202
C 5.2659 1.3361 5.6040  -0.138
C 3.5415 -0.1947 4.9691  -0.184
C -2.5475 -2.4058 -2.3653  -0.260
C -0.7059 3.3920 3.3346  -0.220
C -2.8871 0.0226 1.3300  -0.226
C -0.1439 -6.8315 2.9278  -0.155
H 2.2064 1.6633 -9.1810  0.163
H -2.3226 0.3632 2.1783  0.094
H 0.8336 -7.2503 2.8111  0.063
H -2.4120 -3.2957 -0.7420  0.066
H 4.3102 -1.0039 4.9659  0.137
H 1.5975 1.7519 1.4900  0.106
H -2.2459 -0.5387 -3.3864  0.128
H 1.4902 -2.2527 1.9793  0.109
H 0.8261 0.7638 -9.5896  0.143
H -2.9439 0.4447 -0.7462  0.118
H -0.8945 -3.2578 1.2779  0.095
H 3.0387 -0.0495 5.8486  0.087
H 6.0014 1.9099 5.1020  0.077
H 0.5862 3.4379 -6.0348  0.103
H 0.1705 -2.4735 5.1381  0.143
H -1.1542 0.0917 6.3957  0.076
H -2.1920 4.7349 4.1084  0.153
H 4.9475 1.7892 6.5357  0.082
H -2.8618 -0.3546 6.0617  0.103
H 0.9343 1.5511 -4.4684  0.113
H -2.4451 -3.4047 -2.9367  0.164
H 0.2367 -4.0447 3.1609  0.131
H -0.6512 2.6528 -11.3027  0.098
H 0.9424 3.4786 -8.2343  0.126
H -1.0990 2.7030 -6.3101  0.120
H -1.8396 2.3892 0.9795  0.030
H 0.0614 -1.6190 -0.4832  0.108
H 0.0470 -4.1137 0.1462  0.111
H -1.4006 0.1360 -0.3720  0.100
H 5.7687 0.4347 5.9900  0.087
H 0.1670 1.1433 -11.7711  0.070
H -0.6089 2.8487 -1.4409  0.065
H 0.8569 -0.8293 5.8192  0.122
H 0.6367 2.5883 -12.5488  0.105
H 0.0081 1.0930 1.2996  0.068
H 2.4164 -0.9436 -0.5064  0.159
H -2.5336 2.8668 4.2095  0.118
H -0.6565 2.8862 -8.6535  0.127
H -0.4437 0.0802 3.7251  0.120
H -0.6853 -7.6868 2.5364  0.077
H -3.9174 0.3710 1.4781  0.134
H -0.8742 4.5032 1.7527  0.123
H -0.1659 1.2823 -1.9802  0.056
H -0.7002 1.0341 -4.6464  0.110
H 0.2450 3.8800 3.6036  0.150
H -2.0973 0.9124 5.3354  0.034
H -0.5714 3.1765 5.5832  0.060
H 2.3498 -0.3460 1.1717  0.109
H 3.2644 -0.5212 2.8848  0.101
H -2.8759 -1.6717 0.5274  0.024
H -0.3353 1.0108 -7.2667  0.114
H -0.2367 -2.4064 -3.9459  0.106
H 2.4447 -2.4571 4.4159  0.125
H -1.1062 -0.9190 -2.2331  0.105
H -1.7332 1.8602 -2.3126  0.076
H 1.5445 -4.9028 2.1133  0.132
H -0.6185 2.3675 3.4773  0.071
H -0.3156 -6.8621 4.0694  0.114
H -3.6122 -2.0825 -2.6204  0.146
H 1.9260 0.3077 3.5822  0.115
H -0.2023 -1.0551 1.0980  0.094
H -0.7560 -1.4228 3.2420  0.111
H 0.5940 2.4336 0.2379  0.092

Calculated values
SMILES: COCCNCCOC.COCCNCCOC.COCCNCCOC.OCCO.OCCO.OCCO
Total energy, Ha: -2018.89251
Gap between HOMO and LUMO, Eh: 0.324



2.
C3H3NO2S as an isolated structure in a non-equilibrium geometry, computed with ωB97M-V with the def2-TZVPD basis set.

Last column: Löwdin charge in e.
Cartesian coordinates (Å):
S 1.0475 2.0568 0.1656  0.764
O 0.0628 -0.6254 -1.9990  0.049
O -0.4089 0.2318 1.3288  -0.011
N -0.9476 -1.3774 -0.1974  0.192
C 0.2449 0.4273 0.1863  -0.620
C -1.0775 -0.9497 0.9934  -0.155
C -0.2500 -0.4042 -0.7281  -0.510
H 0.5105 0.1834 -2.5670  0.212
H -1.4700 -1.5054 1.9930  0.188
H 2.2881 1.9628 0.8244  -0.108

Calculated values
Total energy, Ha: -719.46334
Gap between HOMO and LUMO, Eh: 0.343